Record 1
This record from the Open Molecules 2025 dataset describes the ion C8H20N4P with charge +1. The level of theory is wB97M-V/def2-TZVPD.

Geometry as ORCA input:
```
! wB97M-V def2-TZVPD RIJCOSX def2/J DEFGRID3
* xyz 1 1
C 3.8329 0.1264 0.6428
C 2.5557 0.8228 1.1294
C 1.8171 1.5853 0.0252
C 1.3639 0.7205 -1.1720
C -0.1331 0.8605 -1.4904
C -1.0302 0.3320 -0.3862
N -2.4237 0.9504 -0.4241
C -3.2521 0.1078 0.1794
N -4.4711 0.3888 0.5741
N -2.7103 -1.1704 0.3548
C -1.5083 -1.1118 -0.5233
P -0.3439 -2.4674 -0.1079
N 0.6542 -2.0928 1.0238
H 3.7541 -0.2125 -0.3931
H 4.0648 -0.7428 1.2614
H 4.6915 0.8006 0.7015
H 2.8269 1.5435 1.9084
H 1.8881 0.0956 1.5965
H 0.9508 2.0972 0.4641
H 2.4753 2.3790 -0.3435
H 1.8984 1.0346 -2.0717
H 1.6166 -0.3346 -1.0197
H -0.3846 0.3328 -2.4185
H -0.3487 1.9204 -1.6630
H -0.6452 0.5547 0.6156
H -2.5266 1.9328 -0.1987
H -4.9958 -0.3192 1.0673
H -4.9458 1.2398 0.3131
H -2.3942 -1.2141 1.3303
H -1.8663 -1.2050 -1.5556
H 0.1994 -2.7246 -1.3773
H -1.2356 -3.5278 0.1252
H 0.6264 -2.7027 1.8317
*
```

Calculated values
- SMILES string = CCCCC[C@H]1NC(N)=[NH+][C@@H]1[PH2]=N
- frontier orbital gap (eV) = 9.27
- E (eV) = -23862.9189

Record 2
This record from the Open Molecules 2025 dataset describes a structure of composition C8H20O16V3 in a non-equilibrium geometry. The level of theory is wB97M-V/def2-TZVPD.

Geometry as ORCA input:
```
! wB97M-V def2-TZVPD RIJCOSX def2/J DEFGRID3
* xyz -2 2
O 22.6830 -16.7604 15.0750
V 22.7112 -15.7031 13.7888
O 23.3134 -16.6286 12.6410
O 25.2045 -15.0190 17.3965
V 24.8786 -13.6516 16.6110
O 25.1612 -12.4168 17.5354
O 21.0305 -11.6359 15.6272
V 21.7273 -12.1824 14.2618
O 21.8110 -10.9668 13.1163
C 24.1276 -13.3222 14.0389
O 23.2746 -13.5277 13.1415
O 23.7812 -12.6074 14.9580
O 24.5346 -14.3809 14.4628
C 20.2922 -14.4232 14.0721
O 21.1677 -14.3920 14.9342
O 20.0241 -13.3649 13.5578
O 20.6267 -15.1769 13.1381
O 22.6951 -14.1468 17.2519
H 22.0661 -14.2160 16.5338
H 22.1592 -13.9641 18.0236
O 27.1551 -13.6582 15.7031
H 27.5199 -14.3763 15.1860
H 27.6257 -12.8814 15.4007
C 28.2588 -17.4789 12.8860
C 26.9993 -16.7038 13.3650
C 26.4418 -17.1176 14.6927
O 27.2951 -15.2287 13.3273
H 27.9877 -18.4756 12.5379
H 28.9874 -17.5790 13.6905
H 28.6323 -16.8629 12.0680
H 26.1590 -16.8187 12.6803
H 26.5527 -18.1998 14.7599
H 25.3838 -16.8826 14.8087
H 27.0454 -16.7896 15.5390
H 26.4820 -14.8491 13.6684
C 23.3950 -12.8728 9.0352
C 22.7824 -14.2507 9.4483
C 23.8860 -15.2807 9.7765
O 22.0312 -14.0469 10.5653
H 23.6110 -12.9150 7.9676
H 24.2551 -12.6456 9.6650
H 22.6440 -12.0870 9.1166
H 22.2824 -14.6071 8.5477
H 24.2877 -15.1110 10.7755
H 24.6217 -15.0144 9.0176
H 23.5678 -16.3229 9.7475
H 22.5652 -13.6060 11.2301
*
```

Calculated values
- <S²> = 0.756
- frontier orbital gap (spin up / spin down) (eV) = 4.94 / 6.98
- E (eV) = -118444.8045

Record 3
This record from the Open Molecules 2025 dataset describes a cluster of 2 separate species, C8H20O2 in total in a non-equilibrium geometry. The level of theory is wB97M-V/def2-TZVPD.

Geometry as ORCA input:
```
! wB97M-V def2-TZVPD RIJCOSX def2/J DEFGRID3
* xyz 0 1
C 0.8752 3.9816 1.4208
C -0.0970 3.4582 2.4711
C -0.5184 2.0269 2.1676
O 0.5403 1.1735 1.9122
C 0.1742 -0.1839 1.6724
H 1.0056 5.0768 1.4199
H 0.5986 3.6594 0.4028
H 1.8371 3.5130 1.6889
H 0.4224 3.5136 3.4471
H -1.0423 4.0274 2.5602
H -1.1594 1.5499 2.9337
H -1.0909 2.0563 1.2206
H 1.0499 -0.8539 1.6413
H -0.2937 -0.1699 0.6737
H -0.5530 -0.5888 2.3961
C 0.9300 -1.4650 -3.8602
C 0.9399 -1.6679 -2.3623
C -0.3830 -2.4100 -1.8908
O -0.2489 -2.5234 -0.4299
C -1.4331 -2.8591 0.2712
H 1.8086 -0.8794 -4.1790
H 0.0181 -0.9051 -4.1278
H 0.9280 -2.4227 -4.4075
H 1.8075 -2.3265 -2.1651
H 1.0655 -0.7536 -1.7510
H -1.2872 -1.8075 -2.1028
H -0.5577 -3.4295 -2.2852
H -1.8409 -3.7996 -0.1361
H -2.1308 -2.0396 0.0300
H -1.3645 -2.9513 1.3682
*
```

Calculated values
- SMILES string = CCCOC.CCCOC
- frontier orbital gap (eV) = 10.36
- E (eV) = -12713.6667

Copy entry 3 word for word.
This record from the Open Molecules 2025 dataset describes a cluster of 2 separate species, C8H20O2 in total in a non-equilibrium geometry. The level of theory is wB97M-V/def2-TZVPD.

Geometry as ORCA input:
```
! wB97M-V def2-TZVPD RIJCOSX def2/J DEFGRID3
* xyz 0 1
C 0.8752 3.9816 1.4208
C -0.0970 3.4582 2.4711
C -0.5184 2.0269 2.1676
O 0.5403 1.1735 1.9122
C 0.1742 -0.1839 1.6724
H 1.0056 5.0768 1.4199
H 0.5986 3.6594 0.4028
H 1.8371 3.5130 1.6889
H 0.4224 3.5136 3.4471
H -1.0423 4.0274 2.5602
H -1.1594 1.5499 2.9337
H -1.0909 2.0563 1.2206
H 1.0499 -0.8539 1.6413
H -0.2937 -0.1699 0.6737
H -0.5530 -0.5888 2.3961
C 0.9300 -1.4650 -3.8602
C 0.9399 -1.6679 -2.3623
C -0.3830 -2.4100 -1.8908
O -0.2489 -2.5234 -0.4299
C -1.4331 -2.8591 0.2712
H 1.8086 -0.8794 -4.1790
H 0.0181 -0.9051 -4.1278
H 0.9280 -2.4227 -4.4075
H 1.8075 -2.3265 -2.1651
H 1.0655 -0.7536 -1.7510
H -1.2872 -1.8075 -2.1028
H -0.5577 -3.4295 -2.2852
H -1.8409 -3.7996 -0.1361
H -2.1308 -2.0396 0.0300
H -1.3645 -2.9513 1.3682
*
```

Calculated values
- SMILES string = CCCOC.CCCOC
- frontier orbital gap (eV) = 10.36
- E (eV) = -12713.6667

Among the records above, which one has the lowest E? C8H20O16V3

What is the E in the second record? -118444.8045 eV

What is the formula in the second record? C8H20O16V3